{
  "formula": "C42H34BrN3O2PrS2Si",
  "method": "the ωB97M-V functional and the def2-TZVPD basis",
  "charge": -1,
  "homo_lumo_gap_ha": [0.188, 0.187],
  "multiplicity": 3,
  "de_lowest_kcal_mol": 0.00,
  "homo_energy_ha": [-0.1233, -0.1226],
  "e_tot_ev": -166337.85269,
  "symbols": ["Pr", "C", "C", "C", "C", "C", "C", "N", "C", "C", "C", "C", "C", "N", "C", "C", "C", "C", "C", "C", "N", "H", "H", "H", "H", "H", "H", "H", "H", "H", "H", "H", "H", "H", "H", "H", "S", "C", "C", "C", "C", "C", "C", "S", "H", "H", "H", "H", "Br", "C", "C", "C", "C", "C", "C", "C", "O", "O", "H", "H", "H", "H", "C", "C", "C", "C", "C", "C", "Si", "C", "C", "C", "C", "C", "C", "H", "H", "H", "H", "H", "H", "H", "H", "H", "H", "H"],
  "xyz": [[-0.198, -0.483, 0.478], [0.909, -1.608, 3.815], [2.133, -1.455, 2.971], [3.382, -1.306, 3.566], [4.499, -1.230, 2.770], [4.355, -1.337, 1.398], [3.088, -1.445, 0.866], [1.996, -1.478, 1.640], [2.877, -1.581, -0.610], [3.948, -1.819, -1.453], [3.715, -1.923, -2.804], [2.420, -1.842, -3.280], [1.382, -1.670, -2.382], [1.621, -1.520, -1.079], [-0.051, -1.679, -2.848], [-0.349, -1.792, -4.195], [-1.671, -1.810, -4.596], [-2.652, -1.734, -3.637], [-2.285, -1.613, -2.304], [-3.330, -1.523, -1.234], [-1.001, -1.573, -1.926], [1.169, -1.648, 4.872], [0.384, -2.525, 3.544], [0.237, -0.760, 3.665], [3.454, -1.254, 4.644], [5.482, -1.096, 3.207], [5.228, -1.276, 0.763], [4.949, -1.919, -1.065], [4.540, -2.077, -3.489], [2.233, -1.925, -4.339], [0.428, -1.834, -4.940], [-1.923, -1.867, -5.647], [-3.701, -1.737, -3.907], [-4.293, -1.246, -1.661], [-3.062, -0.786, -0.485], [-3.435, -2.489, -0.731], [-0.724, 1.423, 2.554], [0.660, 2.524, 2.690], [0.637, 3.466, 3.735], [1.666, 4.371, 3.950], [2.770, 4.356, 3.105], [2.809, 3.444, 2.062], [1.773, 2.525, 1.820], [1.945, 1.461, 0.420], [-0.234, 3.470, 4.382], [1.603, 5.085, 4.764], [3.589, 5.053, 3.250], [3.657, 3.432, 1.384], [-5.462, -3.525, 5.278], [-4.104, -4.068, 4.067], [-3.818, -5.419, 3.944], [-2.819, -5.819, 3.060], [-2.122, -4.874, 2.319], [-2.432, -3.527, 2.453], [-3.430, -3.113, 3.331], [-1.687, -2.498, 1.648], [-0.642, -2.850, 1.031], [-2.133, -1.313, 1.633], [-4.364, -6.147, 4.530], [-2.589, -6.874, 2.958], [-1.331, -5.159, 1.635], [-3.654, -2.057, 3.414], [-0.198, 5.947, 0.310], [-1.308, 5.293, 0.832], [-1.680, 4.048, 0.336], [-0.964, 3.414, -0.687], [0.145, 4.096, -1.199], [0.526, 5.343, -0.712], [-1.474, 1.638, -1.205], [-1.000, 1.576, -3.076], [-1.933, 1.689, -4.121], [-1.555, 1.599, -5.461], [-0.219, 1.400, -5.800], [0.729, 1.288, -4.789], [0.336, 1.361, -3.455], [0.108, 6.910, 0.708], [-1.873, 5.744, 1.642], [-2.529, 3.536, 0.782], [0.744, 3.643, -1.979], [1.405, 5.835, -1.116], [-2.967, 1.842, -1.342], [-2.981, 1.851, -3.873], [-2.301, 1.694, -6.243], [0.082, 1.350, -6.842], [1.774, 1.139, -5.041], [1.093, 1.254, -2.677]],
  "mulliken_spin": [2.03, 0.00, 0.00, 0.00, 0.00, 0.00, 0.00, 0.00, 0.00, 0.00, 0.00, 0.00, 0.00, 0.00, 0.00, 0.00, 0.00, 0.00, 0.00, 0.00, 0.01, 0.00, 0.00, 0.00, 0.00, 0.00, 0.00, 0.00, 0.00, 0.00, 0.00, 0.00, 0.00, 0.00, 0.00, 0.00, -0.01, 0.00, 0.00, 0.00, 0.00, 0.00, 0.00, -0.01, 0.00, 0.00, 0.00, 0.00, 0.00, 0.00, 0.00, 0.00, 0.00, 0.00, 0.00, 0.00, 0.00, 0.00, 0.00, 0.00, 0.00, 0.00, 0.00, 0.00, 0.00, 0.00, 0.00, 0.00, -0.01, 0.00, 0.00, 0.00, 0.00, 0.00, 0.00, 0.00, 0.00, 0.00, 0.00, 0.00, 0.00, 0.00, 0.00, 0.00, 0.00, 0.00]
}